# 1
Here is a molecular structure, C42H44O3P2PbS at a distorted geometry from OMol25. Energies are from ωB97M-V/def2-TZVPD.

Last column: Löwdin charge in e.
CARTESIAN COORDINATES (ANGSTROEM)
Pb -1.68 -0.46 4.43  1.318
C 2.18 2.74 4.27  -0.127
C 1.77 2.88 3.00  -0.118
C 2.56 2.58 1.77  -0.207
C 2.40 1.15 1.22  -0.188
C 2.53 0.02 2.20  -0.123
C 3.19 0.06 3.37  -0.127
C 4.12 1.14 3.82  -0.190
C 3.53 2.25 4.71  -0.173
C -0.10 -1.91 4.06  -0.374
H 1.57 3.13 5.08  0.078
H 0.71 3.13 2.83  0.107
H 3.63 2.80 1.89  0.100
H 2.17 3.25 0.99  0.105
H 1.42 1.05 0.71  0.082
H 3.17 1.02 0.44  0.116
H 2.09 -0.94 1.88  0.099
H 3.12 -0.77 4.08  0.093
H 4.65 1.58 2.97  0.098
H 4.86 0.64 4.47  0.113
H 3.46 1.92 5.75  0.101
H 4.25 3.10 4.72  0.120
H 0.01 -2.42 5.03  0.002
H 0.82 -1.44 3.70  -0.041
H -0.53 -2.60 3.32  -0.016
P -3.05 0.43 -4.56  0.995
P -1.72 -2.49 -4.81  0.999
C -1.49 0.21 -5.45  -0.338
C -1.01 -1.05 -5.68  -0.359
C -3.96 1.56 -5.72  -0.390
C -3.33 2.37 -6.67  -0.098
C -4.08 3.26 -7.46  -0.084
C -5.47 3.30 -7.34  -0.089
C -6.12 2.45 -6.43  -0.087
C -5.36 1.58 -5.64  -0.112
C -2.42 1.56 -3.25  -0.382
C -1.58 0.97 -2.28  -0.105
C -1.01 1.77 -1.29  -0.085
C -1.28 3.14 -1.26  -0.087
C -2.13 3.72 -2.21  -0.085
C -2.73 2.93 -3.19  -0.085
C -1.67 -3.61 -6.33  -0.362
C -2.56 -3.30 -7.37  -0.117
C -2.48 -3.97 -8.59  -0.091
C -1.52 -4.98 -8.77  -0.096
C -0.67 -5.34 -7.72  -0.085
C -0.77 -4.67 -6.49  -0.087
C -0.24 -3.09 -3.91  -0.420
C -0.47 -4.05 -2.90  -0.116
C 0.62 -4.65 -2.26  -0.088
C 1.93 -4.27 -2.59  -0.088
C 2.14 -3.25 -3.52  -0.082
C 1.06 -2.62 -4.16  -0.089
H -0.96 1.12 -5.78  0.076
H -0.23 -1.26 -6.43  0.084
H -2.25 2.33 -6.81  0.085
H -3.57 3.90 -8.18  0.103
H -6.05 3.99 -7.95  0.101
H -7.20 2.46 -6.35  0.102
H -5.87 0.90 -4.95  0.096
H -1.37 -0.10 -2.33  0.096
H -0.38 1.31 -0.53  0.079
H -0.83 3.76 -0.48  0.098
H -2.35 4.78 -2.18  0.100
H -3.41 3.37 -3.92  0.100
H -3.29 -2.50 -7.24  0.100
H -3.15 -3.70 -9.41  0.102
H -1.44 -5.49 -9.74  0.099
H 0.08 -6.12 -7.85  0.101
H -0.11 -4.96 -5.67  0.095
H -1.49 -4.34 -2.66  0.099
H 0.44 -5.42 -1.52  0.100
H 2.77 -4.75 -2.10  0.102
H 3.16 -2.94 -3.78  0.102
H 1.23 -1.81 -4.86  0.091
C 2.96 1.26 11.98  -0.059
C 2.35 0.94 10.65  -0.277
C 1.02 1.31 10.39  -0.039
C 0.45 1.12 9.13  -0.048
C 1.24 0.53 8.13  -0.258
C 2.52 0.03 8.41  -0.047
C 3.07 0.25 9.67  -0.033
S 0.58 0.44 6.46  0.446
O -0.73 -0.30 6.61  -0.549
O 0.32 1.80 6.01  -0.339
O 1.60 -0.31 5.75  -0.345
H 2.94 2.34 12.18  0.084
H 2.43 0.78 12.80  0.082
H 4.00 0.94 12.01  0.072
H 0.41 1.76 11.18  0.118
H -0.57 1.41 8.91  0.118
H 3.06 -0.52 7.65  0.111
H 4.08 -0.11 9.89  0.113

Summary:
Kohn-Sham gap: 6.51 eV
net charge: 0
energy above the lowest of the compared OMol25 structures with the same formula, charge and spin: 0.0 kcal per mole

# 2
Here is 2 unconnected molecules or ions with the total composition C6H16NS at a distorted geometry from OMol25. Energies are from ωB97M-V/def2-TZVPD.

Last column: Löwdin spin population.
CARTESIAN COORDINATES (ANGSTROEM)
C 2.59 -0.86 0.84  0.035
C 1.19 -1.50 -1.08  0.010
C -2.97 1.36 0.01  0.093
C 1.16 -0.93 0.28  0.059
C 0.34 0.36 0.37  0.688
C -2.17 0.18 -0.31  0.632
N 0.81 1.56 -0.26  0.100
S -2.44 -1.43 0.32  0.240
H 3.32 -1.59 0.43  0.005
H 3.04 0.17 0.66  0.001
H 2.56 -1.19 1.92  0.000
H 1.56 -2.55 -1.05  0.000
H 1.92 -1.00 -1.62  0.000
H 0.33 -1.48 -1.67  -0.001
H -3.13 1.51 1.08  0.010
H -2.67 2.43 -0.37  0.003
H -3.94 1.25 -0.39  0.031
H 0.63 -1.64 0.88  0.003
H 0.15 0.43 1.49  0.020
H -1.66 0.14 -1.30  0.028
H 0.30 2.42 0.07  0.000
H 0.53 1.64 -1.25  0.012
H 1.83 1.71 -0.22  0.019
H -3.28 -1.00 1.19  0.012

Summary:
Kohn-Sham gap (alpha / beta): 6.50 / 8.35 eV
multiplicity: 3
net charge: +1
energy above the lowest of the compared OMol25 structures with the same formula, charge and spin: 2.6 kcal per mole
⟨S²⟩: 2.0080

# 3
Here is a molecular structure, C6H13FINO2SZn from OMol25. Energies are from ωB97M-V/def2-TZVPD.

Last column: natural (NBO) charge in e.
CARTESIAN COORDINATES (ANGSTROEM)
C -0.35 -1.18 2.41  -0.616
C -1.43 -0.54 1.55  -0.420
C -1.41 -0.86 0.06  -0.212
N -0.12 -0.43 -0.62  -0.686
C -0.22 0.73 -1.56  -0.211
C -0.02 2.07 -0.84  -0.457
C 1.15 2.08 0.14  -0.560
I 0.97 3.65 1.55  0.317
S 0.73 -1.61 -1.21  2.574
O 2.18 -1.14 -1.24  -1.130
O 0.37 -2.25 -2.41  -0.853
F 0.75 -2.60 -0.07  -0.398
H -0.54 -2.23 2.59  0.228
H -0.29 -0.67 3.37  0.251
H 0.64 -1.08 1.96  0.181
H -2.42 -0.81 1.91  0.255
H -1.35 0.55 1.63  0.212
H -1.62 -1.91 -0.16  0.226
H -2.19 -0.28 -0.42  0.239
H 0.52 0.63 -2.37  0.193
H -1.20 0.70 -2.03  0.247
H 0.14 2.83 -1.60  0.254
H -0.94 2.32 -0.31  0.239
H 1.23 1.16 0.71  0.225
H 2.10 2.28 -0.35  0.229
Zn 3.30 -1.42 -2.68  1.674

Summary:
Kohn-Sham gap: 2.10 eV
net charge: +2

# 4
Here is a molecular structure, C27H25N6O3RuS2 from OMol25. Energies are from ωB97M-V/def2-TZVPD.

Last column: Löwdin spin population.
CARTESIAN COORDINATES (ANGSTROEM)
Ru 0.82 0.38 0.21  0.710
C -3.61 -2.80 -5.36  0.000
C -3.29 -2.17 -4.04  0.000
C -1.97 -1.94 -3.65  0.000
C -1.67 -1.34 -2.44  0.000
C -2.70 -0.97 -1.59  0.001
C -4.02 -1.19 -1.95  0.000
C -4.31 -1.78 -3.17  0.000
S -2.41 -0.18 -0.03  0.003
O -2.35 1.23 -0.26  0.000
O -3.43 -0.68 0.85  0.001
N -0.92 -0.70 0.43  0.017
C -0.78 -1.91 1.10  -0.005
C -1.74 -2.88 1.31  0.011
C -1.46 -4.05 2.05  -0.001
C -0.23 -4.28 2.60  0.009
C 0.80 -3.33 2.39  -0.001
C 2.10 -3.46 2.91  0.006
C 3.05 -2.51 2.66  -0.001
C 2.70 -1.41 1.86  0.007
N 1.50 -1.26 1.35  0.003
C 0.52 -2.17 1.62  -0.002
H -2.72 -3.21 -5.83  0.000
H -4.05 -2.08 -6.05  0.000
H -4.33 -3.61 -5.24  0.000
H -1.16 -2.22 -4.32  0.000
H -0.64 -1.16 -2.17  0.000
H -4.82 -0.91 -1.28  0.000
H -5.34 -1.96 -3.45  0.000
H -2.74 -2.74 0.93  0.001
H -2.25 -4.77 2.18  0.000
H -0.02 -5.16 3.18  0.001
H 2.33 -4.33 3.51  0.000
H 4.05 -2.58 3.06  0.000
H 3.43 -0.65 1.62  0.000
C 5.64 3.30 -0.66  0.000
N 4.55 2.37 -0.83  0.000
C 4.59 1.20 -1.69  0.000
C 3.37 0.43 -1.20  0.000
O 2.97 -0.63 -1.62  0.000
N 2.77 1.16 -0.19  0.000
C 3.50 2.25 0.00  0.001
N 3.23 3.16 0.93  0.005
H 6.54 2.88 -1.12  0.000
H 5.85 3.46 0.40  0.000
H 5.44 4.26 -1.14  0.000
H 5.51 0.62 -1.57  0.000
H 4.46 1.45 -2.75  0.000
H 2.35 3.03 1.44  0.006
H 3.61 4.09 0.86  0.000
N 0.23 1.99 -2.45  0.025
C 0.33 1.52 -1.40  0.002
S 0.66 1.52 2.05  0.156
C -0.85 2.45 2.16  0.014
C -1.59 2.33 3.33  0.011
C -2.73 3.11 3.50  0.000
C -3.12 3.99 2.52  0.009
C -2.38 4.11 1.35  -0.001
C -1.24 3.34 1.16  0.010
H -1.29 1.62 4.08  0.002
H -3.31 3.01 4.41  0.000
H -4.01 4.60 2.65  0.001
H -2.70 4.78 0.56  0.000
H -0.68 3.39 0.24  -0.001

Summary:
Kohn-Sham gap (alpha / beta): 7.14 / 6.72 eV
multiplicity: 2
net charge: 0
energy above the lowest of the compared OMol25 structures with the same formula, charge and spin: 21.3 kcal per mole
⟨S²⟩: 0.7581

# 5
Here is 2 unconnected molecules or ions with the total composition C3H10NO2 at a distorted geometry from OMol25. Energies are from ωB97M-V/def2-TZVPD.

Last column: natural (NBO) charge in e.
CARTESIAN COORDINATES (ANGSTROEM)
C -0.02 0.14 1.05  -0.042
O -1.20 0.17 0.26  -0.940
C 1.25 0.60 0.16  -0.081
C 1.05 -0.28 -1.11  -0.626
N 1.31 2.03 -0.13  -0.876
H 0.35 -0.88 1.48  0.088
H -0.08 0.75 1.97  0.113
H 2.15 0.28 0.71  0.145
H 0.29 -0.06 -1.81  0.228
H 2.06 -0.46 -1.57  0.165
H 0.73 -1.36 -0.62  0.223
H 1.54 2.18 -1.14  0.337
H 0.51 2.65 0.05  0.368
H -2.59 -2.66 0.44  0.428
H -1.69 -1.30 0.28  0.515
O -2.06 -2.18 -0.20  -1.044

Summary:
Kohn-Sham gap: 7.68 eV
net charge: -1
energy above the lowest of the compared OMol25 structures with the same formula, charge and spin: 27.1 kcal per mole

# 6
Here is a gas-phase ion, C11H8N3 (charge +1) at a distorted geometry from OMol25. Energies are from ωB97M-V/def2-TZVPD.

Last column: natural (NBO) charge in e.
CARTESIAN COORDINATES (ANGSTROEM)
C -1.97 -0.74 0.17  0.010
C -1.67 1.20 -3.67  0.262
C 2.94 -1.15 2.44  -0.150
C 1.67 -1.81 2.76  -0.336
C 2.91 -0.25 1.39  -0.176
C 0.70 -1.39 1.96  0.526
C 1.78 0.11 0.73  -0.203
C 0.54 -0.51 0.90  0.083
C -2.65 0.03 -0.70  -0.247
C -1.64 0.89 -1.31  0.226
C -1.85 1.88 -2.42  -0.534
N -1.25 0.68 -4.62  -0.260
N -0.46 0.77 -0.82  -0.223
N -0.51 -0.23 0.09  -0.205
H 3.68 -1.53 3.16  0.285
H 1.52 -2.54 3.67  0.345
H 3.97 0.21 1.19  0.284
H -2.18 -1.51 0.77  0.215
H 1.99 0.85 -0.07  0.314
H -3.64 0.00 -0.90  0.250
H -2.72 2.36 -2.36  0.257
H -1.13 2.68 -2.34  0.278

Summary:
Kohn-Sham gap (alpha / beta): 5.62 / 5.62 eV
net charge: +1

Number 1: electronic energy -3126.1702 Eh. Number 2: electronic energy -690.7118 Eh. Number 3: electronic energy -3015.9311 Eh. Number 4: electronic energy -2489.4745 Eh. Number 5: electronic energy -325.5115 Eh. Number 6: electronic energy -587.7571 Eh.